[1]
{
  "formula": "C35H54N4O6P2SSe4TeZr",
  "method": "ωB97M-V with the def2-TZVPD basis set",
  "lumo_energy_ev": 3.37,
  "e_above_lowest_kj_mol": 252.0,
  "total_energy_ha": -13038.34774,
  "total_charge": -2,
  "symbols": ["Zr", "C", "C", "C", "P", "C", "C", "C", "C", "C", "C", "C", "C", "C", "C", "N", "C", "C", "C", "C", "C", "C", "C", "P", "C", "C", "C", "C", "C", "C", "H", "H", "H", "H", "H", "H", "H", "H", "H", "H", "H", "H", "H", "H", "H", "H", "H", "H", "H", "H", "H", "H", "H", "H", "H", "H", "H", "H", "H", "H", "H", "H", "H", "H", "H", "H", "H", "H", "H", "H", "Se", "Se", "Te", "Se", "C", "C", "S", "O", "O", "C", "C", "N", "C", "N", "C", "C", "N", "O", "O", "C", "H", "H", "H", "H", "H", "H", "H", "H", "H", "H", "H", "H", "H", "O", "C", "O", "H", "Se"],
  "coordinates": [[0.78891, -1.34664, 0.05605], [2.05983, -5.10045, -3.76793], [2.17062, -4.37787, -2.42142], [3.58040, -3.81909, -2.21320], [0.91146, -3.07282, -2.07826], [0.35656, -2.24240, -3.67265], [1.52724, -1.70741, -4.50176], [-0.62338, -3.02453, -4.54957], [-0.60702, -4.00729, -1.68852], [-0.80710, -5.36903, -1.84917], [-2.03314, -5.96840, -1.57862], [-2.20534, -7.46725, -1.62992], [-3.08836, -5.12510, -1.25316], [-2.89451, -3.76746, -1.03256], [-1.61258, -3.20289, -1.12031], [-1.26276, -1.89877, -0.76457], [-2.12687, -1.11455, 0.00935], [-2.97883, -1.62500, 1.00462], [-3.83012, -0.80883, 1.71480], [-3.87985, 0.56413, 1.48085], [-4.82822, 1.46262, 2.23744], [-2.98945, 1.08331, 0.55751], [-2.09164, 0.28639, -0.16295], [-0.80984, 0.86709, -1.35224], [-1.87249, 1.05120, -2.87162], [-3.24417, 1.69433, -2.70272], [-1.07286, 1.72259, -3.99310], [-0.31340, 2.58480, -0.78740], [-1.27423, 3.78352, -0.78475], [0.95990, 3.01478, -1.52953], [2.71128, -5.97997, -3.74101], [2.38910, -4.46820, -4.59350], [1.04511, -5.44043, -3.97866], [1.99117, -5.10444, -1.62567], [3.78396, -2.96825, -2.86696], [4.31996, -4.60743, -2.39862], [3.71751, -3.47984, -1.18927], [-0.17268, -1.37763, -3.26504], [2.06558, -2.51479, -5.00472], [2.22853, -1.15647, -3.87049], [1.15324, -1.02253, -5.27355], [-0.15099, -3.90394, -4.99404], [-0.97006, -2.38075, -5.36894], [-1.49628, -3.35713, -3.98741], [0.01900, -5.99523, -2.16661], [-1.24818, -7.95614, -1.81573], [-2.91164, -7.76883, -2.41044], [-2.58384, -7.84358, -0.67620], [-4.08813, -5.53805, -1.14111], [-3.74211, -3.14913, -0.77394], [-2.92539, -2.67691, 1.24427], [-4.46995, -1.24777, 2.47512], [-5.72961, 0.92230, 2.53373], [-5.12764, 2.31739, 1.62755], [-4.36268, 1.85341, 3.14736], [-3.00494, 2.15039, 0.39553], [-2.03462, 0.00619, -3.15715], [-3.16775, 2.75179, -2.44315], [-3.83252, 1.19367, -1.93490], [-3.79093, 1.62256, -3.64968], [-0.98167, 2.79744, -3.81394], [-1.57450, 1.58809, -4.95658], [-0.06382, 1.30758, -4.06867], [-0.02683, 2.38394, 0.24627], [-1.54749, 4.06776, -1.80343], [-0.75246, 4.64033, -0.34185], [-2.18337, 3.63524, -0.21004], [0.71638, 3.44777, -2.50503], [1.64475, 2.17423, -1.68971], [1.49384, 3.77607, -0.94897], [2.90804, -2.38142, 1.29239], [4.40116, -3.28295, 2.75812], [1.99456, -6.20567, 1.17898], [1.10382, -3.88386, 0.90146], [2.07508, 7.98758, 5.40749], [2.30228, 6.66955, 4.66976], [1.15300, 5.45878, 5.30919], [-0.15095, 5.75201, 4.75976], [1.30117, 5.41293, 6.74421], [1.73176, 3.92970, 4.61778], [1.60593, 3.93807, 3.09099], [1.97727, 2.65158, 2.52759], [1.15436, 1.58956, 2.33301], [1.79677, 0.56780, 1.77805], [3.08670, 0.95050, 1.63445], [3.23456, 2.22501, 2.09638], [4.42269, 2.97994, 2.17654], [4.35621, 4.14436, 2.58170], [5.45724, 2.44321, 1.85415], [-0.25168, 1.58068, 2.81172], [2.75786, 8.75160, 5.03781], [2.22804, 7.85254, 6.47705], [1.05059, 8.33075, 5.25610], [3.30651, 6.26695, 4.81854], [2.09021, 6.75740, 3.60355], [1.12471, 3.14813, 5.07702], [2.77254, 3.82643, 4.92906], [2.28456, 4.67259, 2.67856], [0.59149, 4.18825, 2.80305], [3.84576, 0.32576, 1.19472], [-0.28807, 1.20318, 3.83492], [-0.85339, 0.90083, 2.21954], [-0.69863, 2.57582, 2.78523], [-0.88151, -1.14101, 3.95062], [-0.18563, -1.71883, 3.12653], [-0.10023, -1.41686, 1.86364], [0.43170, -2.57289, 3.40942], [2.61547, -0.24568, -1.34856]],
  "forces_ev_per_angstrom": [[0.971, 0.890, -2.715], [-0.066, -0.032, 0.118], [0.216, 0.233, -0.148], [0.071, -0.123, -0.001], [-0.568, 0.092, -0.068], [0.245, -0.132, -0.151], [0.040, 0.047, 0.055], [0.006, 0.049, 0.005], [0.164, -0.037, 0.067], [-0.030, -0.021, -0.074], [-0.017, -0.077, -0.072], [-0.022, 0.133, -0.028], [-0.002, 0.076, 0.002], [-0.030, -0.040, -0.075], [-0.078, 0.172, -0.077], [-0.189, -0.021, 0.352], [-0.358, 0.025, -0.290], [0.041, -0.014, 0.021], [-0.047, -0.074, -0.001], [-0.017, 0.079, 0.039], [0.115, -0.059, -0.002], [0.113, -0.085, 0.051], [-0.087, 0.094, -0.025], [-0.682, 0.254, 0.757], [0.313, -0.070, -0.276], [-0.005, 0.002, -0.022], [0.018, -0.042, -0.003], [-0.141, 0.192, -0.213], [0.104, -0.058, 0.013], [0.197, -0.137, -0.094], [-0.013, 0.033, -0.023], [-0.010, -0.025, 0.014], [0.042, -0.011, -0.033], [-0.024, -0.059, 0.083], [0.016, -0.041, -0.035], [-0.075, 0.049, -0.053], [-0.017, 0.082, 0.070], [-0.030, 0.085, 0.067], [-0.058, 0.054, -0.009], [-0.046, -0.016, -0.044], [0.012, -0.064, 0.023], [-0.034, 0.052, -0.002], [0.046, -0.046, 0.033], [-0.003, -0.014, -0.016], [-0.024, 0.007, 0.046], [-0.036, 0.004, -0.025], [0.036, -0.020, 0.012], [0.018, -0.010, -0.026], [0.037, 0.019, 0.053], [-0.008, -0.015, 0.075], [-0.018, -0.032, -0.012], [0.047, 0.023, -0.007], [0.019, 0.024, -0.008], [-0.010, -0.004, 0.011], [-0.028, -0.018, -0.007], [0.003, 0.010, -0.028], [0.021, -0.075, 0.024], [-0.013, -0.033, 0.000], [0.000, 0.008, -0.010], [0.004, 0.020, 0.028], [-0.001, -0.044, -0.014], [0.007, 0.009, 0.032], [-0.040, 0.013, -0.008], [0.024, -0.072, 0.125], [-0.001, -0.008, 0.031], [-0.011, -0.014, -0.054], [-0.036, 0.009, -0.045], [-0.009, 0.011, 0.075], [-0.068, 0.068, 0.083], [-0.064, 0.008, -0.039], [1.493, -0.705, 0.077], [0.013, 0.091, 0.587], [0.081, -0.271, -0.408], [-0.324, -1.452, 1.207], [-0.066, -0.116, -0.052], [-0.095, 0.070, 0.130], [-0.169, 0.075, 0.125], [0.056, -0.011, -0.050], [0.118, -0.074, -0.085], [0.042, 0.132, -0.183], [0.137, -0.150, 0.192], [0.133, 0.154, -0.003], [0.092, -0.158, 0.133], [-0.434, 0.610, -0.075], [0.238, -0.019, -0.085], [-0.094, 0.028, 0.118], [-0.182, -0.123, 0.033], [0.020, 0.258, 0.141], [0.231, -0.098, -0.141], [-0.004, 0.156, -0.072], [0.008, -0.025, -0.006], [0.057, 0.028, -0.018], [0.046, 0.021, -0.021], [-0.036, 0.063, -0.038], [0.096, -0.007, 0.037], [-0.004, 0.009, 0.018], [-0.038, -0.125, 0.003], [-0.068, 0.075, -0.078], [-0.140, -0.091, -0.048], [-0.061, -0.055, -0.020], [-0.024, -0.034, -0.008], [-0.008, -0.083, -0.027], [0.002, -0.003, -0.033], [0.167, -0.160, -0.333], [-0.235, 0.346, -0.036], [-0.989, 0.492, 1.363], [0.246, -0.257, 0.050], [-0.233, 0.124, 0.072]]
}

---

[2]
{
  "formula": "C35H55HfN2O2P2",
  "method": "ωB97M-V with the def2-TZVPD basis set",
  "lumo_energy_ev": -10.78,
  "total_energy_ha": -2356.42855,
  "total_charge": 3,
  "symbols": ["C", "C", "C", "C", "C", "H", "H", "H", "N", "P", "P", "C", "H", "H", "C", "H", "C", "C", "C", "C", "C", "H", "H", "H", "C", "H", "H", "H", "C", "H", "H", "H", "C", "H", "H", "H", "C", "H", "H", "H", "C", "H", "H", "H", "C", "H", "H", "H", "C", "H", "H", "H", "C", "H", "H", "H", "C", "H", "H", "H", "C", "H", "H", "H", "C", "H", "H", "H", "Hf", "C", "O", "N", "C", "C", "C", "C", "C", "H", "C", "H", "C", "H", "H", "H", "C", "C", "C", "O", "C", "H", "H", "H", "H", "H", "H", "H", "H"],
  "coordinates": [[1.98847, -2.02260, -0.93190], [1.62921, 0.13788, -1.80839], [2.96857, -2.30040, -1.87198], [2.53179, -0.15743, -2.84073], [3.22485, -1.36418, -2.87617], [3.42928, -3.28356, -1.87376], [2.77019, 0.66769, -3.50755], [3.97231, -1.55736, -3.63804], [1.40023, -0.81964, -0.84248], [-0.13991, -2.78855, 0.77456], [0.92211, 2.26839, -0.15065], [1.50093, -3.14010, 0.00807], [1.41974, -4.06706, -0.58582], [2.25232, -3.30739, 0.79802], [0.93291, 1.41454, -1.70832], [0.97710, 2.02633, -2.64208], [-0.22807, 3.75756, -0.47629], [2.66897, 2.98527, -0.08985], [-1.34750, -3.52849, -0.51733], [-0.01961, -3.85388, 2.34372], [-1.65291, 3.42837, -0.04372], [-1.72346, 3.22064, 1.03490], [-2.28834, 4.31073, -0.25034], [-2.09557, 2.58294, -0.57623], [0.13344, 5.01217, 0.34901], [0.13958, 4.80082, 1.43082], [1.07366, 5.50695, 0.08048], [-0.66209, 5.75541, 0.18204], [-0.24048, 4.03723, -1.97175], [-0.93452, 4.87096, -2.18910], [0.73927, 4.34521, -2.36213], [-0.60514, 3.17129, -2.55184], [2.88220, 3.57887, 1.30946], [2.75365, 2.79290, 2.07805], [3.92644, 3.95714, 1.36212], [2.20677, 4.42353, 1.53449], [3.65807, 1.81568, -0.24719], [3.40696, 1.00305, 0.45208], [3.68404, 1.42846, -1.27175], [4.65697, 2.19881, 0.00824], [2.91338, 4.00514, -1.22477], [2.65496, 3.55959, -2.24420], [2.35530, 4.99073, -1.06958], [4.03072, 4.23372, -1.21561], [-1.38577, -3.85625, 3.02965], [-1.26352, -4.32826, 4.02024], [-1.78863, -2.84012, 3.18837], [-2.13494, -4.44911, 2.47317], [1.04997, -3.20604, 3.22762], [2.06581, -3.37846, 2.84289], [0.92881, -2.12330, 3.36163], [0.98557, -3.66777, 4.22052], [0.40137, -5.30015, 2.05681], [0.63329, -5.75438, 3.03113], [-0.39600, -5.90475, 1.60712], [1.30561, -5.37692, 1.43289], [-1.03783, -2.88645, -1.87607], [-1.75088, -3.28461, -2.61349], [-1.17072, -1.79727, -1.85192], [-0.02612, -3.11301, -2.22789], [-2.78205, -3.15487, -0.09818], [-2.92259, -2.06434, -0.05039], [-3.47308, -3.55078, -0.85964], [-3.07044, -3.58522, 0.86970], [-1.22576, -5.05199, -0.67965], [-0.19413, -5.38978, -0.83926], [-1.67482, -5.61270, 0.15628], [-1.79751, -5.32896, -1.57909], [-0.03322, -0.15119, 0.86541], [1.73702, 0.21987, 2.01557], [2.61893, 0.33983, 2.78562], [-1.44480, 0.27212, -0.58423], [-1.29227, 0.74256, -1.72356], [-1.83566, 0.86720, -3.05369], [-3.23473, 0.68138, -3.19565], [-1.06026, 1.04907, -4.22529], [-3.83672, 0.72799, -4.45363], [-3.81196, 0.49887, -2.27175], [-1.64908, 1.08260, -5.49822], [0.03781, 1.13926, -4.11754], [-3.04223, 0.91796, -5.58860], [-4.91118, 0.59391, -4.57179], [-0.98695, 1.21047, -6.36543], [-3.49305, 0.92913, -6.57216], [-1.06580, 2.01183, 4.60187], [-1.57387, 0.64132, 5.07661], [-1.41721, -0.30837, 3.88222], [-1.09616, 0.52637, 2.69972], [-1.13244, 1.96103, 3.07419], [-1.65271, 2.83852, 5.00106], [-0.02192, 2.15942, 4.90931], [-2.63245, 0.69949, 5.35323], [-1.01953, 0.28400, 5.94386], [-0.57857, -0.99833, 4.04395], [-2.33748, -0.86525, 3.65220], [-2.08983, 2.36357, 2.70694], [-0.28612, 2.47352, 2.60081]],
  "forces_ev_per_angstrom": [[0.405, -1.151, 0.277], [-0.049, -0.328, 0.193], [-0.641, -0.177, -0.146], [0.189, 0.173, -0.021], [-0.233, 0.621, 0.442], [0.005, 0.174, -0.044], [-0.081, -0.372, -0.234], [-0.100, 0.039, 0.038], [-0.849, 1.201, 0.581], [0.271, -2.271, -0.234], [0.380, 1.189, -0.612], [0.685, 0.658, -0.447], [0.089, 0.326, 0.347], [-0.304, -0.014, -0.291], [-1.278, -0.908, -1.976], [0.511, -0.444, 1.164], [-0.464, 0.065, 0.530], [-0.079, -0.239, 0.216], [-0.298, 0.296, 0.153], [-0.325, 0.332, -0.556], [-0.793, -0.050, 0.135], [0.023, 0.201, -0.541], [0.276, -0.420, 0.113], [0.046, 0.341, 0.116], [0.104, 0.235, 0.116], [-0.013, 0.077, -0.342], [-0.359, -0.258, 0.140], [0.213, -0.271, 0.002], [-0.077, 0.432, -0.835], [0.246, -0.301, 0.276], [-0.443, -0.144, 0.085], [0.087, 0.590, 0.302], [0.225, 0.442, 0.149], [0.155, 0.481, -0.213], [-0.611, -0.230, 0.133], [0.474, -0.522, -0.058], [0.021, 0.228, 0.009], [0.340, 0.123, -0.346], [0.097, 0.115, 0.374], [-0.214, -0.257, -0.068], [0.404, 0.647, -0.461], [0.464, 0.695, 1.346], [0.986, -1.541, -0.416], [-1.396, -0.212, -0.100], [-0.339, -0.084, 0.372], [-0.160, 0.167, -0.326], [0.128, -0.490, -0.087], [0.430, 0.300, 0.294], [0.243, -0.101, 0.103], [-0.283, 0.008, 0.195], [-0.069, -0.085, 0.005], [0.141, 0.139, -0.127], [0.132, -0.277, 0.013], [0.015, 0.036, -0.245], [0.348, 0.295, 0.203], [-0.293, -0.001, 0.256], [-0.074, 0.297, -0.071], [0.230, 0.077, 0.204], [0.069, -0.323, -0.056], [-0.156, -0.031, -0.036], [-0.111, 0.001, -0.038], [0.028, -0.246, -0.056], [0.165, 0.147, 0.268], [0.068, 0.093, -0.341], [-0.155, -0.197, 0.216], [-0.255, 0.003, 0.064], [0.235, 0.299, -0.355], [0.177, 0.119, 0.238], [-4.001, 0.072, -2.461], [7.621, 0.973, 6.090], [-4.717, -0.561, -4.153], [0.494, 0.877, -1.284], [1.721, -0.819, 0.841], [-0.432, -0.219, -0.370], [-0.319, 0.021, 0.478], [0.600, 0.135, -0.065], [0.431, -0.087, 0.290], [0.145, 0.160, -0.723], [0.302, -0.196, 1.174], [-0.879, -0.040, -0.243], [0.505, 0.106, -0.069], [0.286, 0.035, 0.153], [-0.618, -0.062, 0.330], [-0.127, 0.026, 0.038], [0.771, -0.316, -0.250], [-0.616, 0.104, -0.220], [-0.074, -0.264, 0.564], [0.808, -0.090, -0.321], [-0.733, 0.559, 0.548], [0.019, -0.078, -0.090], [-0.267, -0.004, 0.011], [0.246, -0.008, -0.021], [-0.053, 0.007, -0.097], [-0.280, 0.166, -0.222], [0.374, 0.272, 0.027], [0.426, -0.281, 0.074], [-0.232, -0.207, -0.015]]
}

---

Q: Which HOMO level values were calculated for the entries above? A: -0.92, -15.87, in eV.